Record 1
{
  "formula": "C36H38BrIKN7O3S2",
  "method": "the ωB97M-V functional and the def2-TZVPD basis",
  "e_homo_ev": -6.8,
  "gap_ev": 6.72,
  "elements": ["C", "H", "H", "H", "H", "C", "H", "C", "C", "C", "H", "H", "C", "H", "C", "S", "N", "H", "C", "C", "H", "H", "C", "C", "N", "I", "N", "H", "C", "H", "K", "N", "N", "C", "C", "C", "H", "H", "C", "H", "H", "C", "H", "H", "C", "H", "C", "H", "H", "H", "O", "C", "C", "N", "O", "C", "C", "H", "H", "H", "C", "C", "O", "S", "C", "H", "H", "C", "H", "H", "H", "C", "H", "C", "C", "H", "N", "Br", "C", "H", "C", "C", "C", "C", "H", "H", "C", "H", "H"],
  "coordinates": [[3.21649, 2.61284, 3.54629], [1.33801, -1.07394, -4.22427], [2.91092, 3.21331, 2.70083], [4.60124, 1.57276, -1.15061], [1.36329, 0.55297, -4.90606], [-0.52645, 3.45463, -3.60340], [4.60298, 2.89362, 6.61926], [-3.33033, -3.93436, -0.50797], [2.73891, 0.88111, -1.79273], [3.02949, 1.23502, 3.50290], [-0.51319, 1.38110, -6.24577], [1.69016, 5.47710, 2.99423], [-3.18554, -2.84503, 0.36576], [4.25686, 0.44888, 6.55487], [-1.90945, 4.95394, 1.78261], [-3.41794, 4.53203, 1.02288], [-1.68664, -1.19537, 1.41726], [-1.09397, -2.12354, -4.44150], [3.78268, 3.21138, 4.65904], [0.45057, 4.53691, 1.52631], [-1.36865, 3.56332, 4.69400], [-2.60607, 2.39640, -1.78295], [-1.96466, -2.20536, 0.53747], [0.79271, -0.36991, -4.86048], [-0.52417, -0.13071, -4.29250], [2.21233, 0.40814, 1.77611], [-3.17359, 2.97471, -1.16505], [0.77256, 2.58814, -6.05545], [-0.84400, 1.06958, -3.71781], [-4.03115, -2.51606, 0.95228], [-0.77757, 0.75769, -0.18514], [-1.22528, 3.58101, -0.01103], [0.31711, -1.97898, -0.23007], [-0.86011, -2.66627, -0.27897], [4.16195, 2.43508, 5.74428], [-1.02139, -3.79799, -1.11865], [0.71953, -0.79628, -5.86370], [-4.30429, -4.40200, -0.58953], [-0.17142, 0.42676, 5.05721], [-2.39090, -5.28884, -1.87908], [-0.92236, 3.09320, -6.12949], [0.67715, 5.32203, 2.64370], [-0.76010, -1.26552, 3.86261], [-0.14959, 3.11231, 6.98629], [1.29386, -3.57457, -1.73340], [0.22669, 4.15466, -3.96678], [0.48444, 2.49005, 6.35280], [1.23199, 3.14085, 5.89414], [1.00893, 1.77640, 6.98818], [-0.18048, 6.54043, 4.19338], [-3.89955, -0.94855, 2.70176], [-0.85548, 4.34954, 1.08285], [3.96952, 1.06473, 5.71400], [1.59940, 1.00502, -1.84070], [-3.17505, 0.79585, 1.13699], [1.33460, -2.42326, -0.92226], [-0.37958, 5.92633, 3.32496], [-0.37615, 3.29829, -2.53807], [-2.18779, -1.11147, -3.47805], [0.53524, -0.14310, 5.64998], [-1.68608, 5.74327, 2.90069], [-2.27971, -4.42995, -1.22916], [-1.54072, 1.12268, -2.69790], [-2.78893, -0.28013, 2.05979], [4.18529, 0.73335, -1.70480], [-0.63473, -1.62748, -2.80255], [-2.69242, 2.42245, 2.93680], [-1.14716, -1.31245, -3.71493], [-4.08781, 2.60796, -0.95409], [3.92260, 4.28445, 4.67738], [1.26363, 4.06556, 0.98718], [-1.98230, 1.87080, 3.53887], [4.42551, -0.18779, -1.17600], [-2.51669, 3.58588, -0.15194], [3.40599, 0.46320, 4.59522], [2.25550, -1.84900, -0.85183], [-0.37764, 2.20144, -4.32249], [3.18655, -1.41215, 4.62088], [-1.24030, 2.50049, 4.52646], [-1.51689, 3.89640, -3.75581], [0.11082, -4.24564, -1.83607], [-0.24528, 2.31672, -5.76310], [-1.80773, 0.51456, 3.31026], [-0.32681, 1.78924, 5.29787], [0.01843, -5.12374, -2.46523], [-2.50992, 6.20406, 3.43026], [-0.90092, -0.21252, 4.06728], [4.61923, 0.70513, -2.70259], [2.17993, -3.89863, -2.26340]],
  "mulliken_charge": [-0.2375, 0.2667, 0.3051, 0.3232, 0.4269, -0.9873, 0.3832, -0.9219, 0.1878, 0.2599, 0.3777, 0.4242, -0.6291, 0.4130, 0.7263, -0.3121, -0.2633, 0.3890, -0.8449, -0.5023, 0.5032, 0.1974, -0.4499, -1.1680, 0.1714, 0.3406, -0.2489, 0.3160, 0.3443, 0.5344, 1.1834, -0.1854, 0.0933, 0.4037, -0.5045, 1.5821, 0.2884, 0.4014, -0.4121, 0.3905, 0.3928, -0.4369, 0.3865, 0.4440, -0.8300, 0.4489, -1.4971, 0.1584, 0.3705, 0.4085, -0.7516, -0.3617, -0.4566, 0.0510, -0.5592, -0.1752, -0.6956, 0.1529, 0.3092, 0.4643, -0.5037, -1.0160, -0.6620, 0.9434, -1.2204, 0.2929, 0.4666, -0.9301, 0.3293, 0.3748, 0.5763, -0.5566, 0.2913, 0.2598, 0.0196, 0.2049, 0.3579, -0.1264, -0.5401, 0.3419, -0.7468, -1.2072, 0.2546, 0.8275, 0.4048, 0.3877, -1.0090, 0.3674, 0.4288]
}

=====

Record 2
{
  "formula": "C36H38ClN5O6Si2TcTe",
  "method": "the ωB97M-V functional and the def2-TZVPD basis",
  "e_homo_ev": [-7.7, -7.4],
  "multiplicity": 4,
  "gap_ev": [5.74, 4.67],
  "s2": 3.7957,
  "elements": ["C", "H", "C", "C", "Te", "C", "H", "Tc", "C", "H", "H", "Cl", "C", "H", "C", "N", "O", "C", "H", "C", "H", "H", "C", "C", "H", "N", "H", "H", "H", "H", "C", "C", "H", "H", "H", "C", "H", "H", "H", "O", "C", "H", "H", "C", "C", "Si", "C", "H", "C", "C", "N", "H", "H", "N", "C", "H", "C", "N", "C", "H", "C", "H", "C", "C", "C", "H", "C", "O", "O", "H", "C", "C", "H", "C", "H", "H", "C", "H", "C", "C", "H", "O", "Si", "H", "H", "H", "C", "O", "H", "C"],
  "coordinates": [[-3.41405, 0.88197, -2.92083], [-1.03949, 6.08015, 1.42761], [-0.03757, 6.03905, 1.01749], [-4.58280, -3.22548, -0.65596], [1.14425, 1.92864, 0.66987], [-2.50012, -2.12761, -1.08279], [3.52101, 5.88779, -0.46159], [-0.07381, -1.88094, -0.10238], [-0.09280, 3.53394, 1.28619], [1.25159, -2.19542, -4.60522], [-1.69752, -1.88475, -5.78086], [-1.36664, -0.80399, 7.10873], [5.15652, 1.18944, 2.25834], [-3.16557, 1.01772, -3.97040], [0.84274, -1.52636, -3.84383], [-1.23378, -7.64676, -0.12984], [-0.41824, -0.40028, 1.32998], [0.60149, 4.80932, 0.87821], [-4.21253, 0.13852, -2.86174], [2.52193, 5.93201, -0.04518], [0.48216, 1.11426, -2.07931], [-2.89890, 2.15630, -0.32455], [-1.42825, 0.39455, 3.29734], [-2.51809, 1.14375, -0.16850], [-0.41021, 1.40717, -3.55279], [0.47165, -6.07823, -1.01176], [2.13165, -0.32679, 1.86023], [-0.25283, -4.42302, -3.33752], [-3.05443, -1.48595, -4.73419], [1.46677, -1.61621, -2.95327], [0.69022, -2.67740, 2.80205], [0.59927, 7.20426, 0.62838], [0.09818, -2.50018, 5.33853], [6.89988, 0.65623, 1.14383], [-1.75031, 1.15365, 0.60339], [-0.46934, 1.47590, -2.46267], [-2.24092, 1.05904, 5.15498], [2.97001, 3.22645, -0.77374], [-0.58876, 2.53573, -2.21152], [0.89244, -2.85020, 1.60110], [-0.46123, -6.88369, -0.53123], [2.37911, 8.06021, -0.21578], [5.68775, -0.89774, -0.37388], [-1.43162, -1.33667, -1.75568], [3.79423, 0.94382, 2.39120], [-1.93021, 0.46292, -1.82504], [-0.64919, -0.56622, 2.60777], [3.41186, 3.31670, 0.92942], [1.88664, 4.75690, 0.34903], [-0.33395, -1.68580, 4.76892], [-2.06760, -2.52797, 0.13143], [-1.82193, -0.27297, -5.09454], [-1.86884, 1.20055, 2.72467], [0.30994, -3.64747, -0.99411], [0.35370, -4.81892, -0.95242], [0.09534, 8.15589, 0.73623], [-1.13845, -3.86955, -3.64034], [2.98580, 1.84403, 3.17628], [-1.08651, -0.73322, 5.39544], [-1.05233, 3.39439, 0.78832], [3.11859, 0.02498, 1.59917], [-3.34707, 0.53868, 0.21414], [-1.98310, -1.32940, -4.88257], [5.16141, -0.38012, 0.41831], [-2.83795, -3.23382, 0.95753], [-4.11101, -2.22336, -2.50148], [2.58285, 3.42438, 0.22601], [3.48775, 2.73313, 3.83921], [1.74175, 1.79291, 2.96466], [0.92379, -0.50533, -4.22339], [2.98514, -1.48561, -0.37769], [5.83846, 0.49302, 1.27488], [5.63645, 1.92544, 2.88668], [3.80332, -0.60685, 0.56896], [1.14771, -3.38876, 3.50406], [-4.73656, -4.16242, 1.28543], [-1.64015, 0.31364, 4.64998], [-0.24000, 3.45002, 2.36389], [-3.77279, -2.50191, -1.51207], [1.88154, 7.15061, 0.09421], [-2.39798, -3.52321, 1.90418], [1.77915, -1.01715, -0.50183], [-0.92962, -2.00743, -3.46327], [-1.98988, -4.26729, -3.08241], [-5.57707, -3.51628, -0.97105], [-3.83245, 1.82553, -2.55910], [-4.12301, -3.59037, 0.60558], [3.50266, -2.44084, -0.91563], [-1.31720, -4.07816, -4.69855], [-0.11209, -1.62553, 3.38058]],
  "mulliken_spin": [0.0036, 0.0007, 0.0105, 0.0097, 0.5157, -0.0136, 0.0003, 1.9969, 0.0753, 0.0004, -0.0002, 0.0004, 0.0106, 0.0003, 0.0057, 0.0131, 0.0592, 0.0205, -0.0003, 0.0117, -0.0007, -0.0013, -0.0009, 0.0358, 0.0089, 0.0382, -0.0471, 0.0007, 0.0000, -0.0025, -0.0204, -0.0003, -0.0002, 0.0005, 0.0122, 0.0448, -0.0001, 0.0006, 0.0228, 0.0087, -0.0038, -0.0002, -0.0002, -0.0384, 0.0188, -0.0555, 0.0087, 0.0158, 0.0268, -0.0013, -0.0395, -0.0001, -0.0036, -0.0548, 0.0824, -0.0001, 0.0035, 0.0197, 0.0043, -0.0298, 0.0129, -0.0021, -0.0010, -0.0076, 0.0111, -0.0010, -0.0089, 0.2084, -0.0471, 0.0001, 0.0159, 0.0073, 0.0007, 0.0143, -0.0001, 0.0000, -0.0004, 0.0064, -0.0111, -0.0006, -0.0012, 0.0358, -0.0122, 0.0002, 0.0001, -0.0004, -0.0027, 0.0080, 0.0004, 0.0018]
}

=====

Record 3
{
  "formula": "C36H38GdN9O3S3",
  "method": "the ωB97M-V functional and the def2-TZVPD basis",
  "e_homo_ev": [-7.3, -7.3],
  "multiplicity": 8,
  "gap_ev": [7.68, 5.41],
  "s2": 16.0374,
  "elements": ["H", "C", "C", "H", "C", "C", "H", "H", "C", "C", "C", "C", "C", "S", "N", "H", "H", "H", "H", "H", "N", "H", "H", "C", "N", "C", "H", "C", "N", "N", "C", "C", "H", "S", "C", "H", "C", "C", "O", "C", "H", "H", "C", "N", "H", "H", "C", "N", "C", "H", "C", "H", "C", "C", "H", "H", "H", "C", "C", "H", "C", "H", "S", "N", "H", "H", "H", "H", "C", "O", "C", "H", "H", "H", "Gd", "C", "N", "C", "H", "H", "C", "C", "H", "H", "H", "C", "C", "H", "O", "C"],
  "coordinates": [[-5.47641, 3.15235, -6.25692], [4.24110, 1.01997, 0.43095], [-2.35055, 1.84024, -3.44473], [2.39467, -2.77601, -2.41729], [-4.14657, 2.86530, -4.70186], [-0.00530, -5.53232, 2.67842], [-0.53656, -6.29855, 2.04126], [5.55571, 2.23760, -3.12591], [-1.18632, 3.40723, 0.45789], [-3.73013, 4.20088, 0.79741], [-2.77763, 2.65565, -4.49848], [0.02151, -4.98365, -2.03393], [5.27413, 1.97679, -2.12930], [0.39133, -0.77131, 4.99494], [-0.98924, -3.12377, -0.39015], [-0.79059, -4.69137, -2.72823], [-0.60571, -3.93657, 5.56799], [-2.99992, 6.09159, 1.52368], [-2.11278, 3.19857, -5.20776], [-6.15762, 2.44495, -4.06748], [-3.05983, -2.85098, 0.40420], [2.62815, -4.54318, -2.55227], [-4.76473, 4.48905, 0.91324], [0.31764, -2.93048, -0.75114], [0.94110, -1.86555, -0.38555], [-0.18558, -4.20555, 4.63083], [2.21615, -2.97758, 2.51339], [1.38210, -2.24135, 5.09238], [2.23711, -0.48344, 3.14568], [0.09289, 2.88722, 0.20681], [4.00501, 1.38367, -2.05183], [1.40101, -3.57673, 2.95180], [4.37202, -0.08407, 3.71235], [-2.69961, 0.25287, -1.24299], [-1.42574, 4.68992, 0.87142], [-3.71055, -2.35345, 1.00140], [0.99800, 5.02010, 0.69591], [-2.21491, 2.44424, 0.11194], [2.20247, 0.53272, -0.78093], [1.19178, 0.00175, 3.66952], [-3.41291, -3.11054, -0.49810], [-5.45941, 0.73122, -2.32565], [-0.55192, -5.33313, 3.96856], [-1.74230, 1.22754, -0.42522], [6.25957, 1.58490, 1.08556], [2.90069, -3.64123, -0.99578], [0.80994, -3.35932, 4.16752], [-1.34628, -1.45153, 1.11832], [-1.78571, -2.43684, 0.45631], [-1.21226, -6.06712, 4.40230], [-3.51354, 2.91450, 0.24399], [-2.05581, -1.09085, 1.70729], [3.41566, 1.00338, -0.76887], [-4.64287, 3.72768, -5.82283], [-0.25628, -5.66088, -1.23480], [1.92497, -1.81537, -0.63857], [-4.36462, 2.37788, -0.13999], [5.56474, 1.53681, 0.23591], [-5.09759, 2.23612, -3.85143], [5.15706, 1.36254, 3.10469], [2.24885, -3.72205, -1.88549], [0.62201, -5.59011, -2.71848], [0.22267, 1.31276, 3.03764], [0.81718, -3.89219, -1.57657], [-1.27156, 1.62396, -3.35576], [1.39851, -2.61867, 6.10076], [-3.90669, 3.94662, -6.60451], [3.39820, 1.37710, -2.93801], [-4.68382, 1.35120, -2.87113], [-3.87973, -0.26451, -0.52213], [-2.76082, 5.12104, 1.07710], [1.85379, 5.69311, 0.83134], [-0.35615, 6.46615, 1.52071], [5.63086, -0.13393, 2.51719], [0.36626, 0.34782, 0.50180], [4.74302, 0.41046, 2.82386], [2.52049, 0.09841, 1.92170], [-3.33610, 1.24421, -2.63784], [-4.99365, 4.66352, -5.42372], [2.04213, 3.09966, -0.05728], [1.13007, 3.67961, 0.27403], [-0.26504, 5.47143, 1.07283], [6.98026, 2.58410, -0.87119], [1.16046, -4.76417, 1.16254], [-1.33017, -4.03352, -0.67517], [6.01483, 2.08880, -0.94681], [0.82880, -4.61839, 2.17357], [2.39727, -2.01535, 4.84527], [-1.88534, -0.70871, -1.92542], [3.76470, 0.47910, 1.71334]],
  "mulliken_spin": [0.0000, 0.0004, 0.0000, -0.0001, -0.0010, -0.0004, 0.0001, 0.0000, -0.0070, -0.0008, 0.0005, 0.0000, 0.0006, -0.0045, 0.0025, 0.0000, 0.0000, 0.0001, 0.0001, 0.0001, 0.0001, 0.0000, 0.0000, -0.0063, 0.0202, -0.0007, -0.0008, 0.0006, 0.0330, -0.0031, -0.0003, 0.0010, 0.0001, -0.0003, 0.0022, -0.0001, 0.0001, -0.0029, 0.0284, -0.0163, -0.0001, 0.0000, 0.0003, 0.0542, 0.0003, 0.0001, 0.0005, 0.0286, -0.0090, 0.0000, 0.0005, 0.0014, -0.0076, 0.0006, 0.0000, -0.0065, 0.0002, 0.0034, 0.0003, -0.0006, 0.0000, 0.0000, 0.2200, 0.0002, -0.0002, 0.0001, 0.0000, 0.0002, -0.0011, 0.0005, 0.0007, 0.0001, 0.0001, 0.0005, 6.5693, -0.0038, 0.0980, 0.0002, 0.0000, 0.0006, 0.0047, -0.0005, 0.0001, 0.0002, 0.0001, 0.0000, 0.0003, 0.0001, -0.0003, -0.0018]
}